{
  "formula": "C6H15NO",
  "method": "the ωB97M-V functional and the def2-TZVPD basis",
  "species": ["C", "N", "C", "C", "C", "C", "C", "H", "H", "H", "H", "H", "H", "H", "H", "H", "H", "H", "H", "H", "H", "H", "O"],
  "xyz": [[0.1037, -0.4918, -0.6760], [-1.0914, 0.3589, -0.4792], [-2.2725, -0.2728, -1.0327], [-2.7315, -1.4594, -0.2309], [-0.6168, 1.6980, -0.8550], [0.4487, 1.5427, -1.9381], [1.0563, 0.1673, -1.6676], [0.6258, -0.7765, 0.2480], [-0.2032, -1.4768, -1.0681], [-2.1555, -0.5073, -2.1073], [-3.0497, 0.4919, -0.9040], [-2.5908, -2.5081, -0.5183], [-3.8295, -1.3767, -0.2418], [-2.4429, -1.4767, 0.8199], [-0.3023, 2.2249, 0.0404], [-1.4363, 2.1948, -1.4005], [1.1278, 2.3910, -1.8315], [0.0161, 1.5370, -2.9344], [2.1132, -0.0209, -1.4669], [1.0738, -0.4030, -2.6175], [3.7866, -0.3138, 5.3000], [4.5900, -1.4760, 4.8689], [4.2904, -1.0461, 5.6683]],
  "atomic_forces_ev_per_a": [[-0.03, -1.45, 0.37], [2.09, -0.87, 0.41], [0.39, 1.51, -0.15], [-1.63, -1.10, 0.71], [-2.04, -0.53, -1.51], [1.03, 0.19, 0.89], [0.26, -1.12, -1.44], [-0.15, 0.56, 0.18], [-0.14, 0.28, 0.04], [-0.17, -0.07, 0.09], [-0.03, -0.14, -0.45], [0.65, 0.40, -0.75], [0.07, -0.21, 0.26], [0.21, 0.62, -0.03], [0.15, 0.19, -0.07], [-0.12, 0.42, 0.87], [0.26, -0.10, -0.31], [-0.15, 0.22, -0.03], [0.05, 1.03, 0.88], [-0.64, 0.16, 0.13], [-0.33, 0.35, -0.05], [0.23, -0.45, -0.53], [0.04, 0.11, 0.48]],
  "lumo_energy_ev": [3.412, 3.367],
  "spin_multiplicity": 2,
  "charge": -1,
  "orbital_gap_ev": [2.2, 8.8],
  "e_homo_ev": [1.3, -5.5]
}



{
  "formula": "C23H41FeN2P3S",
  "method": "the ωB97M-V functional and the def2-TZVPD basis",
  "species": ["Fe", "P", "P", "P", "H", "C", "C", "H", "C", "C", "C", "C", "C", "C", "C", "C", "C", "H", "H", "H", "H", "H", "H", "H", "H", "H", "H", "H", "H", "H", "H", "H", "H", "H", "H", "H", "H", "H", "H", "H", "H", "H", "H", "H", "H", "H", "C", "C", "C", "C", "C", "C", "S", "H", "H", "H", "H", "H", "H", "N", "C", "C", "C", "C", "N", "C", "C", "H", "H", "H", "H"],
  "xyz": [[0.0920, 0.2771, 0.1584], [2.0196, 0.8882, 1.2605], [-1.7417, 1.3418, 0.6074], [0.6515, 1.4163, -1.6351], [-1.5635, -1.6300, 1.3078], [-0.8950, -1.7361, 0.4455], [0.5114, -1.8244, 0.5443], [1.0335, -1.9203, 1.5003], [2.7048, 0.0385, 2.7349], [1.9502, 2.6258, 1.8869], [3.6066, 0.9264, 0.3019], [-3.1225, 0.6072, -0.3700], [-2.6793, 1.5393, 2.1811], [-1.7647, 3.1130, 0.0824], [1.9102, 0.4684, -2.6015], [1.3563, 3.0990, -1.5122], [-0.5958, 1.6481, -2.9541], [-1.3533, -2.1128, -0.4879], [1.1179, -2.0417, -0.3479], [2.4662, -1.0279, 2.7221], [2.3019, 0.4867, 3.6459], [3.7938, 0.1506, 2.7494], [1.3240, 2.6729, 2.7853], [1.5595, 3.3238, 1.1365], [2.9696, 2.9335, 2.1557], [3.7546, -0.0407, -0.1969], [4.4258, 1.0793, 1.0180], [3.6387, 1.7316, -0.4410], [-4.0395, 1.1539, -0.1119], [-3.2239, -0.4496, -0.0906], [-2.9356, 0.6713, -1.4478], [-3.6878, 1.8950, 1.9273], [-2.2010, 2.2734, 2.8432], [-2.7574, 0.5765, 2.7012], [-2.7134, 3.5510, 0.4179], [-1.6822, 3.2125, -1.0064], [-0.9383, 3.6505, 0.5675], [1.5415, 0.3702, -3.6353], [2.0639, -0.5503, -2.2037], [2.8763, 0.9997, -2.6053], [1.4991, 3.4851, -2.5290], [2.3132, 3.0987, -0.9837], [0.6468, 3.7457, -0.9855], [-0.0654, 1.6260, -3.9125], [-1.1269, 2.5999, -2.8523], [-1.2927, 0.8013, -2.9326], [-0.7868, -2.7436, -4.0155], [-1.8094, -2.6159, -4.9771], [-1.8733, -3.4846, -6.0679], [-0.8898, -4.4728, -6.2223], [0.1724, -4.5587, -5.3111], [0.2245, -3.6972, -4.2073], [-0.8362, -1.6942, -2.6023], [0.4084, -1.8317, -1.9927], [-2.5632, -1.8468, -4.8235], [-2.6553, -3.3485, -6.8198], [-0.9065, -5.1278, -7.0963], [0.9701, -5.2931, -5.4592], [1.0308, -3.7408, -3.4763], [-0.2308, -1.0364, 8.5169], [-0.3021, -0.8338, 7.3659], [-0.3691, -0.6213, 5.9396], [-0.4827, -1.7238, 5.0855], [-0.4013, -1.5088, 3.6968], [-0.3045, -0.2753, 3.1945], [-0.2824, 0.7841, 4.0041], [-0.2983, 0.6674, 5.3956], [-0.5845, -2.7389, 5.4781], [-0.3953, -2.3497, 2.9934], [-0.2794, 1.7806, 3.5566], [-0.3040, 1.5674, 6.0060]],
  "atomic_forces_ev_per_a": [[0.74, -2.09, 1.61], [2.41, 0.98, 1.51], [-3.88, 2.17, 0.98], [0.90, 1.15, -3.24], [0.52, -0.12, -0.26], [1.99, -0.80, -0.16], [-1.86, -0.28, 0.08], [-0.23, 0.32, -0.42], [-0.22, -0.28, 0.15], [-0.11, -0.04, -0.14], [-0.29, -0.08, -0.38], [0.33, -0.12, -0.18], [0.23, -0.26, 0.24], [0.18, -0.22, -0.02], [0.27, -0.24, -0.09], [-0.05, 0.02, 0.18], [-0.27, -0.09, -0.04], [0.08, 0.66, 0.90], [-0.21, -0.28, 0.51], [0.09, 0.14, 0.15], [-0.01, -0.19, -0.12], [-0.27, -0.01, -0.03], [0.21, 0.04, -0.28], [0.10, -0.17, 0.26], [-0.23, -0.06, -0.04], [0.09, 0.25, 0.08], [-0.30, 0.02, -0.27], [0.04, -0.31, 0.15], [0.23, -0.20, -0.22], [-0.17, 0.31, -0.06], [-0.13, 0.01, 0.20], [0.34, -0.06, 0.04], [-0.20, -0.26, -0.23], [-0.02, 0.31, -0.07], [0.24, -0.07, -0.16], [-0.06, 0.07, 0.37], [-0.27, -0.06, -0.10], [0.33, 0.05, 0.38], [0.17, 0.48, -0.10], [-0.36, -0.30, -0.03], [0.00, -0.12, 0.18], [-0.25, 0.09, -0.16], [0.23, -0.04, -0.16], [-0.22, 0.21, 0.15], [0.04, -0.28, -0.09], [0.03, 0.57, -0.14], [0.51, 0.61, 0.94], [-1.15, -0.38, -0.95], [-0.39, 1.31, 0.80], [0.08, 0.01, -0.52], [0.84, 0.54, 1.58], [0.81, -1.31, -0.82], [0.36, -0.78, -1.47], [-1.00, -0.48, -1.05], [0.03, -0.15, -0.24], [0.24, -0.15, 0.34], [-0.07, 0.11, 0.32], [-0.35, 0.27, 0.08], [-0.07, -0.25, -0.32], [-0.16, 0.51, -2.70], [0.01, -0.41, 2.42], [-0.02, -0.07, -0.01], [0.29, -0.21, -0.67], [-0.04, 0.38, 1.24], [0.04, 0.02, -0.86], [-0.20, -0.34, 1.02], [-0.15, 0.02, -0.57], [0.09, 0.42, -0.06], [-0.12, 0.29, 0.43], [0.09, -0.43, 0.08], [0.15, -0.31, 0.05]],
  "lumo_energy_ev": [-8.242, -12.457],
  "spin_multiplicity": 6,
  "charge": 3,
  "orbital_gap_ev": [8.8, 4.7],
  "e_homo_ev": [-17.1, -17.2]
}



{
  "formula": "C5H11O2",
  "method": "the ωB97M-V functional and the def2-TZVPD basis",
  "species": ["C", "C", "H", "H", "H", "H", "H", "H", "C", "C", "C", "O", "O", "H", "H", "H", "H", "H"],
  "xyz": [[-0.5441, 0.4155, -2.3255], [-0.1860, 1.8490, -2.2020], [-1.6255, 0.4319, -2.7985], [0.1870, -0.0997, -2.9154], [-0.9184, -0.2073, -1.4562], [-0.2765, 2.1282, -1.1590], [-0.6254, 2.5089, -2.8497], [0.7404, 2.1360, -2.7111], [0.6161, -0.3620, 1.9082], [1.0386, -1.8243, 1.6074], [-0.9394, -0.2556, 2.1260], [-1.1902, -0.0319, 3.3137], [-1.6072, -0.4457, 1.1224], [1.1472, 0.0559, 2.7758], [0.9840, 0.4594, 1.1272], [0.5482, -2.6201, 2.2243], [2.0984, -2.0951, 1.6540], [0.5527, -2.0429, 0.5584]],
  "atomic_forces_ev_per_a": [[-4.18, -1.27, -0.72], [1.97, -0.15, 1.44], [2.08, -0.43, -0.17], [-0.05, -0.73, -0.41], [1.54, 1.16, -0.10], [0.39, 0.76, -0.04], [-3.08, 1.47, -1.13], [1.33, -0.84, 1.25], [1.62, 1.46, -0.62], [-1.80, -0.57, -2.01], [3.09, 0.02, 0.67], [-1.47, 0.26, 0.92], [-1.71, -0.20, -1.37], [-0.36, -0.57, 0.29], [-0.82, -2.12, 0.68], [0.07, 1.08, 0.08], [0.03, 0.48, -0.40], [1.37, 0.19, 1.64]],
  "lumo_energy_ev": 3.773,
  "charge": -1,
  "orbital_gap_ev": 7.5,
  "e_homo_ev": -3.7
}



{
  "formula": "C4H7N2O",
  "method": "the ωB97M-V functional and the def2-TZVPD basis",
  "species": ["C", "C", "C", "C", "N", "N", "O", "H", "H", "H", "H", "H", "H", "H"],
  "xyz": [[1.8826, -0.0531, -0.0100], [-0.3838, 0.8268, 0.8864], [0.0605, 1.1110, -0.5278], [0.2572, -0.2833, 0.0722], [1.8487, 1.2873, -0.3039], [-0.3918, -1.5124, -0.3657], [2.7103, -0.8066, 0.4312], [0.1061, 1.3256, 1.6709], [-1.5425, 0.7660, 1.1427], [-0.2688, 1.5226, -1.4370], [2.3989, 1.8101, -1.0961], [0.0595, -1.7983, -1.1950], [-1.3609, -1.4532, -0.7521], [-0.1910, -2.3049, 0.3970]],
  "atomic_forces_ev_per_a": [[-0.47, -1.45, 2.26], [-3.13, -0.30, -1.13], [4.03, -0.86, 2.32], [1.36, 2.65, -0.80], [-3.00, 0.87, -2.75], [-0.13, -1.67, 2.04], [-0.59, 0.75, -1.40], [0.93, 0.22, 0.90], [2.42, -0.04, -1.03], [-0.86, 0.35, -0.71], [-1.08, -1.63, 2.15], [1.40, -0.80, -1.26], [0.24, 0.10, 1.43], [-1.12, 1.82, -2.01]],
  "lumo_energy_ev": -4.168,
  "charge": 1,
  "orbital_gap_ev": 10.2,
  "smiles": "[NH3+][C@]12C[C@H]1NC2=O",
  "e_homo_ev": -14.3
}



{
  "formula": "C3H6N4O",
  "method": "the ωB97M-V functional and the def2-TZVPD basis",
  "species": ["C", "C", "C", "H", "H", "H", "H", "H", "H", "N", "N", "N", "N", "O"],
  "xyz": [[-1.0658, 2.4302, -0.5893], [-0.6445, 0.2198, -0.2142], [1.5295, -1.4645, 0.4446], [-0.7534, 2.7947, 0.5734], [-1.7123, 3.2369, -0.7838], [-0.0405, 2.7849, -1.1004], [-1.6877, -1.5473, 0.2707], [2.4657, -2.0231, 0.8762], [0.8564, 1.4880, -0.3944], [-1.6043, 0.9858, -0.4708], [-0.8227, -1.0054, 0.3362], [1.6876, -0.2208, 0.3651], [0.7175, 0.5093, -0.0812], [0.2637, -1.9661, 0.2083]],
  "atomic_forces_ev_per_a": [[2.99, 0.50, 3.85], [2.16, -1.37, 1.26], [0.36, 0.40, 1.55], [-0.75, -1.19, -2.62], [-1.59, 0.12, -0.92], [-2.24, -1.51, 0.25], [0.59, 0.52, -0.26], [-2.67, 0.25, -1.03], [0.93, -1.43, 0.81], [0.74, 3.55, -1.39], [-0.32, -2.33, 1.22], [2.94, -0.78, 0.47], [-3.29, 4.43, -2.58], [0.15, -1.15, -0.61]],
  "lumo_energy_ev": 0.902,
  "orbital_gap_ev": 9.6,
  "smiles": "C/N=C1\\NN=CON1",
  "e_homo_ev": -8.7
}



{
  "formula": "C36H39IrN3O7P",
  "method": "the ωB97M-V functional and the def2-TZVPD basis",
  "species": ["Ir", "O", "C", "O", "C", "C", "C", "C", "C", "N", "C", "O", "O", "H", "H", "H", "H", "C", "O", "C", "C", "C", "C", "C", "C", "N", "N", "C", "O", "C", "C", "C", "C", "C", "C", "C", "O", "H", "H", "H", "H", "H", "H", "H", "H", "H", "H", "H", "H", "C", "C", "C", "C", "P", "C", "C", "C", "C", "C", "C", "C", "C", "C", "C", "H", "H", "H", "H", "H", "H", "H", "H", "H", "H", "H", "H", "H", "H", "H", "H", "H", "H", "H", "H", "H", "H", "H"],
  "xyz": [[-1.2003, 0.0488, 0.5534], [-4.6982, 2.1468, 1.9079], [-3.5449, 1.5742, 1.6054], [-3.4872, 0.7080, 0.7484], [-2.4053, 2.0519, 2.3878], [-2.5841, 2.9809, 3.4094], [-1.5072, 3.3809, 4.1681], [-0.2612, 2.8507, 3.8688], [-0.1519, 1.9401, 2.8300], [-1.1905, 1.5466, 2.0867], [1.1895, 1.4585, 2.4107], [2.2596, 1.9395, 3.2061], [1.2972, 0.0899, 2.0861], [-5.3853, 1.7923, 1.3215], [-3.5804, 3.3607, 3.5794], [-1.6202, 4.0904, 4.9754], [0.6252, 3.1221, 4.4216], [-0.5228, -2.0858, 4.3909], [-1.0595, -3.3288, 3.9525], [-1.6938, -3.5359, 2.7700], [-2.2232, -4.8109, 2.6223], [-2.8706, -5.1962, 1.4562], [-2.9853, -4.3146, 0.4124], [-2.4552, -3.0150, 0.4921], [-2.5718, -2.2037, -0.6763], [-2.0485, -1.0333, -0.8725], [-2.2746, -0.3647, -2.0274], [-1.8708, 0.8790, -1.9973], [-1.3271, 1.4165, -0.9368], [-2.0023, 1.7139, -3.1997], [-2.2563, 1.1546, -4.4512], [-2.2864, 1.9644, -5.5732], [-2.0763, 3.3322, -5.4589], [-1.8545, 3.8963, -4.2105], [-1.8160, 3.0929, -3.0845], [-1.8252, -2.5869, 1.7115], [-1.3350, -1.3865, 1.8855], [-0.1118, -2.2942, 5.3762], [-1.2963, -1.3199, 4.4705], [0.2640, -1.7224, 3.7329], [-2.1290, -5.4886, 3.4600], [-3.2837, -6.1915, 1.3724], [-3.4972, -4.6162, -0.4932], [-3.1108, -2.6244, -1.5205], [-2.4142, 0.0876, -4.5282], [-2.4771, 1.5307, -6.5458], [-2.0879, 3.9596, -6.3402], [-1.7136, 4.9648, -4.1131], [-1.6469, 3.5167, -2.1043], [3.4785, 0.5457, -2.1265], [1.9504, 0.5731, -2.0664], [1.3424, -0.1097, -3.2988], [1.4916, 2.0436, -2.0551], [1.2248, -0.3205, -0.5524], [2.1598, 0.4133, 0.9322], [1.8742, 1.9192, 1.1297], [2.8979, 2.5888, 2.0492], [4.3113, 2.2052, 1.8331], [4.5779, 0.9134, 1.4477], [3.5754, 0.0119, 1.1224], [1.6534, -2.1700, -0.5854], [0.5971, -2.8856, -1.4394], [3.0327, -2.5492, -1.1305], [1.4896, -2.6676, 0.8584], [3.8052, 1.3153, -2.8287], [3.8643, -0.4076, -2.4788], [3.9269, 0.7685, -1.1616], [1.6171, 0.4493, -4.1950], [0.2516, -0.1334, -3.2359], [1.7128, -1.1261, -3.4175], [1.5070, 2.4245, -3.0779], [2.1716, 2.6614, -1.4693], [0.4760, 2.1552, -1.6791], [1.3771, 2.4800, 0.3521], [2.7586, 3.6678, 2.1294], [5.0973, 2.9156, 2.0426], [5.6042, 0.5685, 1.4099], [3.8228, -1.0339, 1.0363], [0.6264, -2.5906, -2.4865], [-0.4063, -2.7093, -1.0627], [0.7849, -3.9603, -1.3927], [3.0820, -2.4487, -2.2139], [3.2006, -3.6020, -0.8950], [3.8460, -1.9765, -0.6925], [0.5867, -2.2558, 1.3059], [2.3290, -2.3903, 1.4949], [1.4062, -3.7554, 0.8591]],
  "atomic_forces_ev_per_a": [[-0.60, 0.33, -3.89], [0.18, 0.24, 0.06], [-1.07, -0.38, -0.54], [1.24, -0.40, 0.50], [0.91, 0.58, 0.80], [-0.51, -0.29, -0.47], [0.55, -0.05, 0.06], [-0.40, 0.14, 0.17], [-0.02, -0.09, 0.00], [0.33, -0.15, 0.57], [0.40, -0.04, -0.46], [-0.14, 0.09, 0.35], [0.30, 0.04, 0.63], [-0.01, -0.07, 0.01], [0.02, 0.03, 0.08], [-0.06, 0.01, 0.00], [0.03, -0.02, -0.01], [-0.04, 0.09, -0.12], [0.05, -0.03, 0.13], [-0.22, -0.09, -0.30], [0.16, 0.55, 0.13], [-0.18, -0.10, -0.27], [-0.11, -0.20, -0.09], [0.38, 0.08, 1.01], [-0.01, 0.42, -0.48], [0.52, -0.43, 1.27], [-0.14, 0.43, -1.31], [-0.23, -0.89, 0.57], [-0.16, 0.48, 0.05], [0.06, 0.38, -0.17], [0.05, -0.03, 0.14], [-0.04, 0.00, -0.09], [0.00, 0.01, 0.04], [-0.01, 0.07, -0.01], [-0.03, -0.21, 0.00], [-0.16, -0.50, -0.66], [0.06, 0.00, 1.37], [-0.03, -0.01, -0.01], [-0.02, -0.03, 0.02], [0.03, -0.02, -0.01], [0.06, -0.02, 0.00], [-0.01, 0.00, 0.01], [0.05, 0.01, -0.04], [-0.12, 0.12, -0.01], [0.00, -0.01, -0.02], [0.01, -0.02, 0.00], [-0.03, -0.01, -0.01], [0.01, 0.00, -0.02], [0.04, 0.04, -0.01], [-0.03, -0.21, 0.09], [-0.80, 0.10, -0.12], [-0.02, -0.03, 0.06], [-0.02, 0.02, 0.04], [-0.25, -0.07, 1.74], [-0.24, -0.17, -0.45], [-0.09, 0.14, 0.05], [0.01, 0.07, -0.29], [-0.06, 0.02, 0.08], [-0.04, -0.03, -0.05], [0.08, -0.14, 0.17], [-0.35, 0.04, -0.02], [-0.09, 0.04, -0.03], [0.00, 0.17, -0.01], [0.00, 0.21, 0.05], [-0.07, 0.00, -0.04], [0.02, -0.01, 0.04], [0.10, 0.08, -0.04], [0.02, 0.04, 0.02], [0.03, -0.05, -0.11], [-0.01, -0.01, -0.03], [0.07, -0.03, -0.03], [0.02, 0.02, -0.03], [0.11, 0.09, -0.05], [0.00, -0.01, 0.02], [0.04, -0.02, -0.02], [0.04, -0.04, 0.03], [0.00, -0.01, 0.06], [0.03, 0.03, -0.07], [-0.01, 0.00, -0.01], [0.23, -0.10, -0.02], [0.05, 0.00, 0.02], [0.02, 0.02, -0.01], [-0.02, -0.02, 0.00], [0.05, -0.04, -0.05], [0.06, -0.09, 0.07], [0.00, -0.04, 0.02], [0.04, -0.02, -0.06]],
  "lumo_energy_ev": [-3.792, -3.790],
  "spin_multiplicity": 2,
  "charge": 1,
  "orbital_gap_ev": [5.9, 5.9],
  "e_homo_ev": [-9.7, -9.7]
}



{
  "formula": "H12O6",
  "method": "the ωB97M-V functional and the def2-TZVPD basis",
  "species": ["O", "H", "H", "O", "H", "H", "O", "H", "H", "O", "H", "H", "O", "H", "H", "O", "H", "H"],
  "xyz": [[-1.9206, -0.1833, 0.1485], [-1.4899, -0.7930, -0.4398], [-1.7703, 0.6862, -0.2680], [-0.3170, -1.8834, 2.0680], [-0.9456, -1.2365, 1.7285], [-0.8179, -2.6928, 1.9850], [2.3379, -1.1394, 0.1901], [2.3861, -0.1806, 0.3869], [2.1718, -1.6078, 0.9936], [0.1008, -0.8829, -1.6878], [0.6726, -1.3482, -1.0757], [0.7532, -0.2943, -2.0868], [0.9866, 1.5242, 1.0649], [0.4804, 1.3376, 0.2536], [0.5896, 0.9572, 1.7204], [-1.1821, 2.2942, -1.4291], [-0.8509, 3.1422, -1.1296], [-1.1847, 2.3005, -2.4226]],
  "atomic_forces_ev_per_a": [[-0.39, 0.80, 0.70], [0.43, -0.26, -0.68], [-0.11, -0.43, 0.11], [0.09, 0.14, -0.01], [-0.07, 0.46, -0.22], [-0.01, -0.49, 0.11], [0.36, 0.97, -1.20], [-0.21, -0.79, 0.25], [-0.31, -0.19, 0.96], [0.19, 0.24, -0.46], [0.34, -0.41, 0.64], [-0.31, 0.09, -0.21], [0.13, 0.18, -0.89], [0.11, 0.04, 0.38], [-0.28, -0.33, 0.38], [-0.03, -0.40, -1.28], [0.04, 0.25, -0.13], [0.04, 0.13, 1.55]],
  "lumo_energy_ev": 0.246,
  "orbital_gap_ev": 11.4,
  "smiles": "O.O.O.O.O.O",
  "e_homo_ev": -11.1
}



Relative energy (zero: lowest compared OMol25 entry of this formula, charge and spin) / kcal per mole: 34.5 31.1 42.1 101.5 132.2 83.2 18.3
Largest force on an atom / eV/Å: 2.59 4.55 4.43 4.73 6.09 3.95 1.58
Electronic energy / eV: -10000.4158 -100556.3099 -9458.2046 -9278.3865 -11211.0439 -68887.5738 -12480.3211